[1]
C6H8BrN2O2 | wB97M-V/def2-TZVPD

**E**: -83456.761 eV
**Net charge**: +1
**ΔE to the lowest compared entry with this formula, charge and spin**: 196.4 kJ/mol
**E_LUMO**: -5.47 eV
**HOMO**: -14.1 eV
**Kohn-Sham gap**: 8.6 eV

CARTESIAN COORDINATES (ANGSTROEM)
C  1.182  0.201  1.432
C  0.426  -0.590  -0.814
C  -0.018  0.618  1.809
C  1.354  -0.366  0.157
C  -0.983  -0.404  -0.516
C  -1.777  0.218  -1.567
N  2.817  -0.665  -0.294
N  -1.072  0.841  0.864
O  3.635  -0.488  0.575
O  2.927  -0.947  -1.427
Br  -1.818  -1.994  0.263
H  1.898  -0.222  2.147
H  0.609  -0.664  -1.930
H  -0.238  0.964  2.831
H  -2.794  0.406  -1.254
H  -1.796  -0.694  -2.117
H  -1.406  1.155  -2.008
H  -1.965  0.850  1.314
H  -0.983  1.781  0.535

Atoms 1-6, force components in eV/Å:
-0.6 -2.3 1.7
1.3 1.0 0.3
0.4 0.9 1.7
0.4 -0.7 -4.1
-0.7 1.7 3.0
-0.9 0.4 0.4

---

[2]
C3H12IN6O3 | wB97M-V/def2-TZVPD

**E**: -26491.764 eV
**Net charge**: -1
**ΔE to the lowest compared entry with this formula, charge and spin**: 464.6 kJ/mol
**E_LUMO**: 2.39 eV
**HOMO**: -3.4 eV
**Kohn-Sham gap**: 5.8 eV

CARTESIAN COORDINATES (ANGSTROEM)
I  -0.357  -0.207  -0.530
C  2.163  3.857  -6.114
O  3.066  3.206  -5.671
N  1.009  3.453  -6.071
N  2.195  4.866  -6.833
H  0.234  3.978  -6.449
H  0.715  2.847  -5.318
H  1.353  5.307  -7.174
H  3.134  5.096  -7.123
C  -4.770  -5.883  0.292
O  -5.420  -6.788  0.766
N  -5.167  -4.703  -0.030
N  -3.466  -5.857  0.240
H  -6.089  -4.436  0.284
H  -4.487  -3.979  -0.209
H  -2.925  -5.033  0.016
H  -2.965  -6.683  0.535
C  2.957  1.426  5.766
O  3.644  1.469  4.730
N  3.473  1.673  6.894
N  1.732  0.978  5.799
H  2.957  1.378  7.711
H  4.454  1.892  6.992
H  1.328  0.837  4.884
H  1.232  1.309  6.612

Atoms 1-6, force components in eV/Å:
-0.1 -0.1 0.0
4.3 -3.2 1.8
3.3 -0.6 1.3
-11.6 -4.6 2.3
3.2 7.9 -4.9
0.2 -0.2 0.2

---

[3]
C5H9NO | wB97M-V/def2-TZVPD

**E**: -8862.282 eV
**Net charge**: 0
**ΔE to the lowest compared entry with this formula, charge and spin**: 668.7 kJ/mol
**E_LUMO (alpha / beta)**: 0.75 / 0.85 eV
**HOMO (alpha / beta)**: -7.3 / -6.8 eV
**Kohn-Sham gap (alpha / beta)**: 8.1 / 7.7 eV

CARTESIAN COORDINATES (ANGSTROEM)
C  -0.932  1.713  -0.440
C  -0.575  0.470  -0.493
C  1.742  0.118  0.673
C  2.272  -1.004  -0.102
C  -2.560  -0.829  -0.263
N  1.981  1.061  1.403
O  -1.143  -0.732  -0.552
H  -1.952  1.979  -0.635
H  -0.143  2.448  -0.034
H  2.346  -0.503  -1.053
H  1.567  -1.840  -0.175
H  3.312  -1.312  0.081
H  -2.935  -1.001  -1.251
H  -2.965  0.170  0.224
H  -2.633  -1.796  0.393
H  2.619  1.056  2.224

Atoms 1-6, force components in eV/Å:
0.9 1.7 0.8
2.8 -2.0 1.5
-1.5 0.9 -1.0
0.4 -0.2 0.0
0.4 0.0 1.6
-0.3 -0.3 1.3

---

[4]
C55H65KN3O2SbSi3 | wB97M-V/def2-TZVPD

**E**: -113156.323 eV
**Net charge**: -2
**ΔE to the lowest compared entry with this formula, charge and spin**: 5.5 kJ/mol
**E_LUMO**: 3.91 eV
**HOMO**: -1.4 eV
**Kohn-Sham gap**: 5.3 eV

CARTESIAN COORDINATES (ANGSTROEM)
K  0.352  -0.695  0.700
O  -1.033  -2.800  0.009
C  -1.338  -3.725  0.940
C  -2.537  -3.245  1.841
C  -2.435  -1.817  2.297
C  -3.193  -0.816  1.695
C  -3.090  0.481  2.175
C  -2.216  0.753  3.214
C  -1.446  -0.287  3.725
C  -0.364  -0.069  4.744
C  0.813  0.793  4.138
O  0.908  0.580  2.811
C  0.628  2.305  4.428
C  -0.022  2.850  5.533
C  -0.129  4.227  5.702
C  0.426  5.090  4.769
C  1.085  4.559  3.666
C  1.176  3.187  3.497
C  2.091  0.305  4.873
C  2.730  -0.809  4.331
C  3.858  -1.347  4.926
C  4.381  -0.774  6.081
C  3.757  0.335  6.629
C  2.618  0.868  6.030
N  -1.587  -1.544  3.294
C  -0.078  -4.119  1.753
C  0.027  -4.162  3.140
C  1.228  -4.497  3.758
C  2.345  -4.814  3.001
C  2.250  -4.789  1.613
C  1.055  -4.444  1.004
C  -1.855  -5.045  0.300
C  -2.117  -6.198  1.036
C  -2.613  -7.339  0.419
C  -2.848  -7.344  -0.951
C  -2.580  -6.200  -1.692
C  -2.088  -5.060  -1.069
H  -2.683  -3.899  2.706
H  -3.423  -3.340  1.210
H  -3.834  -1.057  0.857
H  -3.665  1.278  1.717
H  -2.076  1.762  3.584
H  0.034  -1.055  4.982
H  -0.767  0.348  5.671
H  -0.459  2.201  6.282
H  -0.653  4.624  6.565
H  0.341  6.164  4.895
H  1.518  5.219  2.922
H  1.653  2.752  2.627
H  2.304  -1.234  3.430
H  4.333  -2.217  4.486
H  5.270  -1.187  6.544
H  4.158  0.798  7.524
H  2.152  1.744  6.465
H  -0.815  -3.878  3.753
H  1.293  -4.486  4.841
H  3.284  -5.062  3.484
H  3.116  -5.022  1.005
H  0.980  -4.396  -0.076
H  -1.913  -6.208  2.102
H  -2.808  -8.229  1.007
H  -3.231  -8.234  -1.436
H  -2.753  -6.199  -2.763
H  -1.861  -4.145  -1.607
C  -0.283  -0.504  -4.984
Sb  -0.505  -0.058  -2.842
C  1.545  0.131  -2.338
C  2.197  1.344  -2.010
C  3.569  1.371  -1.575
C  4.168  2.532  -1.175
C  3.453  3.737  -1.207
C  2.165  3.658  -1.700
N  1.561  2.552  -2.111
Si  2.415  -1.479  -2.313
C  1.250  -2.933  -2.610
C  3.764  -1.583  -3.643
C  3.251  -1.960  -0.675
C  -1.278  2.020  -3.104
C  -1.171  2.637  -1.730
C  -1.507  3.972  -1.483
C  -1.467  4.468  -0.192
C  -1.097  3.627  0.845
C  -0.798  2.312  0.525
N  -0.852  1.824  -0.712
Si  -0.405  2.910  -4.520
C  -0.380  4.796  -4.360
C  1.355  2.448  -5.015
C  -1.389  2.645  -6.127
Si  -3.147  1.809  -3.307
C  -3.891  1.212  -1.685
C  -4.037  3.433  -3.703
C  -3.675  0.552  -4.605
H  0.181  -1.490  -5.032
H  0.343  0.194  -5.534
H  -1.261  -0.571  -5.466
H  4.139  0.453  -1.548
H  5.197  2.509  -0.831
H  3.872  4.678  -0.876
H  1.568  4.568  -1.773
H  0.802  -2.946  -3.606
H  0.445  -2.962  -1.865
H  1.830  -3.857  -2.507
H  3.298  -1.503  -4.630
H  4.313  -2.530  -3.597
H  4.482  -0.764  -3.553
H  2.516  -2.335  0.042
H  3.816  -1.165  -0.188
H  3.938  -2.793  -0.861
H  -1.799  4.613  -2.300
H  -1.721  5.505  -0.001
H  -1.027  3.965  1.870
H  -0.487  1.628  1.309
H  0.169  5.140  -3.484
H  -1.383  5.232  -4.340
H  0.131  5.181  -5.249
H  2.030  3.253  -4.719
H  1.403  2.333  -6.104
H  1.717  1.534  -4.546
H  -2.438  2.942  -6.071
H  -1.346  1.606  -6.457
H  -0.915  3.254  -6.904
H  -3.806  1.970  -0.902
H  -3.391  0.306  -1.334
H  -4.953  0.988  -1.831
H  -4.068  4.073  -2.818
H  -5.070  3.221  -3.994
H  -3.570  3.999  -4.511
H  -3.329  -0.448  -4.335
H  -3.322  0.783  -5.609
H  -4.770  0.529  -4.625

Atoms 1-6, force components in eV/Å:
0.0 0.0 -0.1
0.1 0.1 0.1
0.0 0.0 0.0
0.0 0.0 0.0
0.0 0.0 0.0
0.0 0.0 0.0

---

[5]
C20H23NO2S | wB97M-V/def2-TZVPD

**E**: -37532.071 eV
**Structure (SMILES)**: COC1=Cc2ccccc2[C@@](O)(C2CCN(C)CC2)c2ccsc21
**Net charge**: 0
**ΔE to the lowest compared entry with this formula, charge and spin**: 217.1 kJ/mol
**E_LUMO**: 0.36 eV
**HOMO**: -7.7 eV
**Kohn-Sham gap**: 8.1 eV

CARTESIAN COORDINATES (ANGSTROEM)
O  1.087  2.510  2.847
O  -0.212  0.303  -2.354
S  0.148  4.260  0.487
C  -0.758  4.118  -1.055
C  -0.762  2.850  -1.524
C  1.197  1.974  1.573
C  0.526  2.574  0.431
C  2.113  0.984  1.426
C  0.066  1.925  -0.716
C  4.548  -0.643  -0.898
C  3.743  -1.022  -1.998
C  3.938  0.026  0.162
C  2.398  -0.607  -1.995
C  2.588  0.381  0.164
C  1.768  0.094  -0.939
N  -2.546  -2.486  0.552
C  -0.174  2.250  3.452
C  -3.320  -3.306  -0.387
C  0.259  0.430  -1.023
C  -1.111  -2.799  0.683
C  -2.968  -1.074  0.655
C  -0.363  -1.935  -0.324
C  -2.136  -0.171  -0.235
C  -0.634  -0.441  -0.090
H  0.306  0.906  -2.894
H  -1.329  4.955  -1.357
H  -1.327  2.509  -2.377
H  2.668  0.725  2.302
H  5.597  -0.898  -0.889
H  4.088  -1.594  -2.894
H  4.605  0.228  0.996
H  1.815  -0.935  -2.883
H  -0.855  3.010  3.127
H  -0.594  1.270  3.164
H  -0.157  2.326  4.536
H  -4.383  -3.324  -0.136
H  -3.217  -2.931  -1.427
H  -2.991  -4.355  -0.366
H  -0.771  -2.625  1.713
H  -0.937  -3.841  0.436
H  -4.051  -0.959  0.409
H  -2.834  -0.727  1.683
H  0.736  -2.109  -0.225
H  -0.643  -2.185  -1.371
H  -2.412  -0.354  -1.298
H  -2.376  0.887  -0.054
H  -0.332  -0.174  0.914

Atoms 1-6, force components in eV/Å:
-0.1 -0.2 -0.2
-0.1 -1.0 -0.1
-1.0 -0.4 -1.6
0.9 -0.6 1.9
1.3 -0.8 0.8
1.8 -1.1 -0.1

---

[6]
C5H12N2O2S | wB97M-V/def2-TZVPD

**E**: -23287.988 eV
**Structure (SMILES)**: CN1CCS(=O)(=O)C[C@H]1N
**Net charge**: 0
**ΔE to the lowest compared entry with this formula, charge and spin**: 151.5 kJ/mol
**E_LUMO**: 0.81 eV
**HOMO**: -9.2 eV
**Kohn-Sham gap**: 10.0 eV

CARTESIAN COORDINATES (ANGSTROEM)
C  -1.117  -0.651  -0.574
C  -1.762  0.696  -0.958
C  0.649  1.572  0.016
C  1.001  0.083  0.404
C  -0.010  -2.043  0.945
N  -0.279  -0.662  0.670
N  1.973  0.021  1.443
O  0.484  0.974  -2.441
O  -0.740  2.987  -1.867
S  -0.319  1.694  -1.509
H  -1.914  -1.380  -0.311
H  -0.603  -1.071  -1.448
H  -2.538  0.445  -1.588
H  -2.121  1.361  -0.222
H  0.147  2.016  0.948
H  1.526  2.147  -0.307
H  1.376  -0.557  -0.503
H  -0.636  -2.491  1.810
H  -0.034  -2.599  0.082
H  1.046  -2.103  1.445
H  2.220  -0.982  1.700
H  1.649  0.541  2.263

Atoms 1-6, force components in eV/Å:
-1.1 -0.3 2.1
3.6 -0.4 0.5
-0.3 -0.3 1.3
-0.4 -1.6 -2.5
1.7 0.3 5.1
-0.6 1.5 -0.8

---

Number 1: largest force on an atom 0.0819 hartree/bohr. Number 2: largest force on an atom 0.2466 hartree/bohr. Number 3: largest force on an atom 0.0731 hartree/bohr. Number 4: largest force on an atom 0.0043 hartree/bohr. Number 5: largest force on an atom 0.0425 hartree/bohr. Number 6: largest force on an atom 0.1042 hartree/bohr.